{"formula": "C10H12ClCuInN2O3", "method": "ωB97M-V/def2-TZVPD", "symbols": ["C", "C", "N", "In", "C", "C", "O", "Cl", "C", "O", "O", "C", "C", "C", "C", "C", "N", "H", "H", "H", "H", "H", "H", "H", "H", "H", "H", "H", "H", "Cu"], "coordinates": [[3.025, 1.701, 1.796], [1.986, 0.776, 1.170], [0.729, 1.464, 0.928], [-0.318, 0.742, -0.774], [-2.320, 1.755, -0.887], [-3.108, 1.564, 0.327], [-2.847, 1.860, 1.452], [-4.749, 0.757, 0.042], [0.903, 1.396, -2.611], [0.901, 0.570, -3.501], [1.378, 2.511, -2.461], [-0.521, -1.450, -0.551], [-1.524, -2.127, -1.250], [-1.675, -3.493, -1.090], [-0.822, -4.158, -0.223], [0.153, -3.414, 0.419], [0.316, -2.101, 0.277], [3.290, 2.490, 1.091], [2.543, 2.110, 2.703], [3.924, 1.146, 2.072], [1.810, -0.075, 1.831], [2.424, 0.364, 0.255], [0.906, 2.455, 0.796], [-2.131, 2.823, -0.997], [-2.867, 1.410, -1.759], [-2.197, -1.611, -1.922], [-2.433, -4.049, -1.628], [-0.907, -5.221, -0.049], [0.826, -3.916, 1.107], [3.306, 3.722, 3.437]], "lowdin_charge": [-0.1829, -0.4166, -0.1256, 0.9051, -0.2477, -0.8707, 0.0083, 0.4910, -0.7065, -0.0045, -0.0143, -0.2854, -0.1183, -0.0986, -0.0988, -0.1813, 0.0299, 0.0628, -0.0254, 0.0689, 0.0928, 0.0969, 0.0180, 0.0604, 0.0251, 0.0903, 0.0968, 0.0889, 0.0932, 0.1484], "max_force_ev_per_a": 1.92, "total_charge": -1, "lumo_ev": -0.223, "gap_ev": 2.231}



{"formula": "C10H12ClIInO", "method": "ωB97M-V/def2-TZVPD", "symbols": ["O", "C", "I", "C", "In", "Cl", "C", "C", "C", "C", "C", "C", "C", "C", "H", "H", "H", "H", "H", "H", "H", "H", "H", "H", "H", "H"], "coordinates": [[-1.389, -2.709, -0.718], [-2.162, -2.564, -1.798], [-3.704, -4.105, -2.124], [-2.088, -1.324, -2.881], [-1.250, 0.467, -1.727], [-2.037, 0.231, 0.610], [0.981, 0.765, -1.969], [1.907, 0.130, -0.774], [1.401, 0.476, 0.752], [0.871, 2.014, 1.138], [0.342, 2.190, 2.713], [0.345, 0.919, 3.794], [0.916, -0.582, 3.384], [1.439, -0.774, 1.842], [-1.467, -1.584, -3.840], [-3.217, -1.034, -3.121], [-2.038, 1.974, -2.400], [1.264, 1.904, -2.055], [1.290, 0.191, -2.969], [2.106, -1.040, -0.893], [2.981, 0.639, -0.883], [0.849, 2.902, 0.353], [-0.085, 3.217, 3.088], [-0.062, 1.036, 4.900], [0.952, -1.506, 4.103], [1.854, -1.830, 1.474]], "lowdin_charge": [-0.1905, -0.7860, 0.6054, -0.3234, 0.3305, -0.1107, -0.3516, -0.3089, -0.1755, -0.0434, -0.0833, -0.0962, -0.0855, -0.0461, 0.0548, 0.0456, -0.1087, 0.0354, 0.0429, 0.1093, 0.1015, 0.0943, 0.0655, 0.0647, 0.0688, 0.0912], "max_force_ev_per_a": 8.87, "total_charge": -1, "lumo_ev": 2.454, "gap_ev": 7.511}



{"formula": "C10H12ClN3O", "method": "ωB97M-V/def2-TZVPD", "symbols": ["C", "C", "C", "C", "C", "C", "C", "C", "C", "C", "N", "N", "N", "O", "Cl", "H", "H", "H", "H", "H", "H", "H", "H", "H", "H", "H", "H"], "coordinates": [[3.652, -0.794, 0.521], [3.760, 0.575, 0.640], [2.397, -1.337, -0.076], [1.651, 0.980, -0.276], [-2.963, 0.850, 0.022], [-2.787, -0.290, 1.037], [-2.026, 0.373, -1.067], [-1.299, -0.736, 0.955], [0.282, -0.772, -1.206], [-0.868, -0.202, -0.400], [2.793, 1.493, 0.249], [1.537, -0.347, -0.582], [0.570, 1.662, -0.632], [1.979, -2.514, -0.118], [0.681, 3.249, -0.084], [4.410, -1.567, 0.939], [4.745, 0.892, 1.113], [-3.945, 1.198, -0.304], [-2.628, 1.756, 0.488], [-3.077, 0.082, 2.030], [-3.246, -1.133, 0.709], [-2.417, -0.403, -1.690], [-1.829, 1.159, -1.777], [-0.641, -0.348, 1.740], [-1.268, -1.772, 1.191], [0.217, -1.835, -1.340], [0.321, -0.218, -2.085]], "lowdin_charge": [-0.0221, -0.1542, -0.4024, -0.5309, -0.1538, -0.1527, -0.1626, -0.0721, -0.0587, -0.0500, 0.0531, 0.0331, -0.4023, -0.0053, 0.6145, 0.1300, 0.1201, 0.1203, 0.1061, 0.1251, 0.0755, 0.1447, 0.1287, 0.1428, 0.1228, 0.1391, 0.1111], "max_force_ev_per_a": 3.43, "lumo_ev": [-1.664, -1.662], "gap_ev": [6.257, 6.261], "relative_energy_ev": 1.153}



{"formula": "C10H12MgN2O4S", "method": "ωB97M-V/def2-TZVPD", "symbols": ["Mg", "O", "C", "C", "O", "C", "O", "C", "O", "C", "H", "H", "C", "H", "H", "S", "C", "N", "C", "C", "C", "N", "H", "H", "H", "H", "H", "H", "H", "H"], "coordinates": [[0.000, -0.011, -0.067], [0.161, 3.431, 0.433], [0.108, 2.306, 0.211], [-0.111, -2.383, -0.268], [-0.169, -3.466, 0.099], [2.354, -0.102, -0.081], [3.488, -0.173, 0.066], [-2.351, 0.124, -0.137], [-3.489, 0.162, -0.014], [0.033, 0.672, -5.137], [-0.871, 1.290, -5.146], [0.991, 1.201, -5.126], [-0.031, -0.667, -5.194], [0.873, -1.283, -5.231], [-0.989, -1.193, -5.251], [-0.072, -0.961, 2.280], [-0.001, 0.230, 3.548], [-1.131, 0.748, 4.068], [-1.147, 1.278, 5.442], [0.089, 2.130, 5.640], [1.324, 1.302, 5.354], [1.178, 0.609, 4.065], [-1.983, 0.314, 3.724], [-1.164, 0.445, 6.164], [-2.065, 1.855, 5.558], [0.122, 2.492, 6.668], [0.057, 2.999, 4.974], [1.487, 0.557, 6.147], [2.216, 1.928, 5.290], [1.979, 0.098, 3.705]], "lowdin_charge": [0.3741, 0.1945, 0.0812, -0.0128, 0.1701, 0.0544, 0.1854, 0.0545, 0.1868, -0.0904, 0.0486, 0.0482, -0.0853, 0.0504, 0.0507, 0.6581, -0.7247, 0.0343, -0.1374, -0.1515, -0.1378, 0.0430, 0.1390, 0.1447, 0.1365, 0.1366, 0.1295, 0.1430, 0.1356, 0.1408], "max_force_ev_per_a": 4.37, "total_charge": 2, "lumo_ev": -7.971, "gap_ev": 6.922, "relative_energy_ev": 0.000}



{"formula": "C10H12N2", "method": "ωB97M-V/def2-TZVPD", "symbols": ["C", "C", "C", "C", "C", "C", "C", "C", "C", "C", "N", "N", "H", "H", "H", "H", "H", "H", "H", "H", "H", "H", "H", "H"], "coordinates": [[-0.817, -0.941, 1.915], [-1.175, 0.025, 0.996], [1.450, -0.873, 1.121], [0.504, -1.392, 1.976], [-0.218, 0.562, 0.157], [1.151, 0.160, 0.209], [-0.598, 1.068, -2.324], [0.400, 1.935, -1.707], [0.875, -2.445, 2.978], [-1.795, 1.609, -3.074], [2.021, 0.793, -0.567], [-0.531, 1.422, -0.893], [-1.560, -1.366, 2.571], [-2.197, 0.362, 0.914], [2.476, -1.211, 1.181], [-0.270, 0.072, -2.611], [0.908, 2.860, -1.802], [0.172, -3.274, 2.930], [1.878, -2.823, 2.796], [0.839, -2.033, 3.986], [-1.479, 2.288, -3.866], [-2.442, 2.154, -2.389], [-2.361, 0.794, -3.523], [2.771, 0.254, -0.974]], "lowdin_charge": [-0.0745, -0.0274, -0.0012, -0.2975, -0.1930, -0.3348, -0.2447, 0.0471, -0.0562, -0.0465, 0.1089, 0.0205, 0.1034, 0.1104, 0.1100, 0.1462, 0.1160, 0.0775, 0.0714, 0.0819, 0.0746, 0.0810, 0.0719, 0.0552], "max_force_ev_per_a": 2.63, "lumo_ev": [0.312, 0.310], "gap_ev": [7.494, 7.491], "relative_energy_ev": 3.525}



{"formula": "C10H12N2", "method": "ωB97M-V/def2-TZVPD", "symbols": ["C", "C", "C", "C", "C", "C", "C", "C", "C", "C", "H", "H", "H", "H", "H", "H", "H", "H", "H", "H", "H", "H", "N", "N"], "coordinates": [[-3.439, -0.002, -0.119], [-2.482, 1.196, -0.033], [-0.350, -0.013, 0.370], [-2.484, -1.180, -0.048], [1.152, 0.019, 0.158], [1.829, -1.177, 0.040], [3.200, -1.228, -0.172], [3.895, 0.005, -0.216], [3.226, 1.230, -0.136], [1.820, 1.201, 0.047], [-4.076, 0.005, -0.989], [-4.123, 0.063, 0.738], [-2.273, 1.471, 1.013], [-2.766, 2.079, -0.611], [-0.714, -0.253, 1.380], [-2.741, -2.041, -0.662], [-2.342, -1.490, 1.000], [1.256, -2.082, 0.200], [3.739, -2.155, -0.326], [4.964, -0.002, -0.392], [3.801, 2.143, -0.201], [1.231, 2.125, 0.090], [-1.124, 0.823, -0.563], [-1.200, -0.736, -0.571]], "lowdin_charge": [-0.1541, -0.1731, -0.2738, -0.2013, -0.2038, -0.0506, -0.0688, -0.0931, -0.0670, -0.0422, 0.0985, 0.1084, 0.1096, 0.1070, 0.1499, 0.1106, 0.1123, 0.1114, 0.0982, 0.0935, 0.0959, 0.1154, 0.0337, -0.0166], "max_force_ev_per_a": 2.53, "lumo_ev": 1.044, "gap_ev": 9.830, "relative_energy_ev": 2.395, "smiles": "c1ccc(C2N3CCCN23)cc1"}



{"formula": "C10H12N2O2", "method": "ωB97M-V/def2-TZVPD", "symbols": ["C", "C", "C", "C", "C", "C", "C", "C", "C", "C", "N", "N", "O", "O", "H", "H", "H", "H", "H", "H", "H", "H", "H", "H", "H", "H"], "coordinates": [[-2.706, -1.605, 0.557], [-1.971, -2.717, 0.125], [-2.058, -0.344, 0.566], [-0.611, -2.530, -0.230], [-0.772, -0.174, 0.167], [-0.026, -1.271, -0.250], [2.261, -0.398, 0.076], [-0.269, 1.272, 0.126], [0.136, 1.882, 1.180], [-0.436, 1.870, -1.203], [1.371, -1.265, -0.490], [3.539, -0.714, 0.044], [4.382, 0.255, 0.605], [4.030, -1.844, -0.409], [-3.720, -1.628, 0.683], [-2.507, -3.567, -0.039], [-2.609, 0.550, 0.840], [0.016, -3.267, -0.663], [2.034, 0.528, 0.357], [0.397, 2.939, 1.142], [5.420, 0.159, 0.399], [0.149, 1.513, 2.264], [-0.116, 1.152, -2.059], [0.358, 2.729, -1.291], [-1.416, 2.378, -1.460], [1.873, -2.197, -0.709]], "lowdin_charge": [-0.0520, -0.0459, -0.0309, -0.0065, -0.1612, -0.1965, -0.0567, -0.4039, 0.0272, -0.0667, 0.1031, -0.3042, -0.0078, -0.1133, 0.0680, 0.0682, 0.1218, 0.0992, 0.0809, 0.0735, 0.1928, 0.1139, 0.1140, 0.1089, 0.1004, 0.1737], "max_force_ev_per_a": 4.57, "lumo_ev": 0.712, "gap_ev": 8.339, "relative_energy_ev": 5.082, "smiles": "C=C(C)c1ccccc1N/C=[N+](\\[O-])O"}



{"formula": "C10H12N2OS", "method": "ωB97M-V/def2-TZVPD", "symbols": ["C", "C", "C", "C", "C", "C", "C", "C", "C", "C", "H", "H", "H", "H", "H", "H", "H", "H", "H", "H", "H", "H", "N", "N", "O", "S"], "coordinates": [[2.276, 2.798, -1.394], [1.936, 0.492, -0.213], [0.834, 1.155, 0.697], [2.504, -0.659, 0.774], [-0.849, -0.695, 0.354], [-1.107, -2.047, 0.056], [-2.444, -2.642, -0.338], [-3.467, -1.716, -0.539], [-3.219, -0.405, -0.171], [-1.998, 0.131, 0.218], [2.901, 3.544, -2.116], [1.654, 2.231, -2.228], [1.809, 3.295, -0.478], [1.297, -0.126, -0.976], [1.342, 1.575, 1.536], [0.155, 2.030, 0.150], [1.194, -1.570, 2.472], [-0.071, -2.580, 0.108], [-2.707, -3.937, -0.067], [-4.604, -1.878, -0.797], [-4.160, 0.268, -0.242], [-1.860, 1.368, 0.470], [0.259, -0.152, 1.186], [1.375, -1.082, 1.460], [3.690, -0.920, 0.720], [3.257, 1.522, -0.643]], "lowdin_charge": [-0.4558, -0.5754, -0.1629, -0.4719, -0.2605, -0.0506, -0.0856, -0.1765, -0.1585, -0.0638, 0.0883, 0.0769, 0.0365, 0.1566, 0.1001, 0.1579, 0.2345, 0.1163, 0.1881, 0.1355, 0.1267, 0.1623, -0.0986, 0.0786, 0.0417, 0.8599], "max_force_ev_per_a": 4.77, "lumo_ev": 0.649, "gap_ev": 8.953, "relative_energy_ev": 5.242}



{"formula": "C10H12NS", "method": "ωB97M-V/def2-TZVPD", "symbols": ["C", "C", "C", "C", "C", "C", "C", "C", "C", "C", "N", "S", "H", "H", "H", "H", "H", "H", "H", "H", "H", "H", "H", "H"], "coordinates": [[-1.477, -1.525, -2.828], [-1.905, -2.425, -1.832], [-0.838, -0.401, -2.544], [-1.711, -2.157, -0.488], [0.192, 1.127, -0.791], [-0.964, -0.627, 1.279], [-0.623, -0.009, -1.116], [-1.047, -0.951, -0.121], [0.496, 1.567, 0.464], [1.403, 2.723, 0.693], [2.141, 0.039, 2.879], [-0.224, 0.894, 1.901], [-1.576, -1.599, -3.861], [-2.213, -3.451, -2.057], [-0.286, 0.168, -3.228], [-2.152, -2.839, 0.220], [0.296, 1.806, -1.648], [-1.370, -1.345, 2.008], [0.875, 3.631, 0.586], [2.196, 2.724, 0.070], [1.808, 2.733, 1.701], [2.595, -0.401, 2.082], [1.862, -0.664, 3.515], [2.523, 0.984, 3.115]], "lowdin_charge": [-0.0526, -0.0190, 0.0044, -0.0165, -0.0258, -0.1811, -0.0966, -0.2136, -0.5072, -0.0721, -0.0289, 1.1628, 0.1072, 0.1264, 0.1060, 0.1211, 0.1469, 0.0975, 0.0917, 0.0608, 0.0754, 0.0404, 0.0149, 0.0577], "max_force_ev_per_a": 5.24, "total_charge": 1, "lumo_ev": [-5.096, -5.097], "gap_ev": [7.333, 7.332], "relative_energy_ev": 1.577}



{"formula": "C10H12O", "method": "ωB97M-V/def2-TZVPD", "symbols": ["C", "C", "C", "C", "C", "C", "C", "C", "C", "C", "H", "H", "H", "H", "H", "H", "H", "H", "H", "H", "H", "H", "O"], "coordinates": [[1.040, -1.271, 0.255], [2.124, -0.113, 0.586], [1.996, 1.046, -0.349], [0.709, 1.629, -0.030], [-0.496, 0.708, -0.086], [-1.859, 1.283, -0.110], [-2.866, 0.324, -0.120], [-2.883, -1.008, 0.062], [-1.502, -1.458, 0.173], [-0.219, -0.594, 0.233], [1.083, -1.544, -1.522], [1.236, -2.197, 1.191], [3.094, -0.595, 0.569], [2.253, 0.154, 2.056], [2.284, 0.608, -1.335], [2.674, 1.684, -0.325], [0.504, 2.070, 0.921], [0.326, 2.501, -1.017], [-1.822, 2.489, -0.426], [-4.043, 0.810, -0.221], [-3.735, -1.649, 0.028], [-1.194, -2.807, 0.299], [1.296, -2.070, -0.833]], "lowdin_charge": [-0.4194, -0.1370, -0.2401, -0.1673, -0.2181, -0.0438, -0.1943, -0.1227, 0.0367, -0.1783, 0.0384, 0.2177, 0.0737, 0.2250, 0.1553, 0.0280, 0.1128, 0.1979, 0.1648, 0.1619, 0.0895, 0.1935, 0.0257], "max_force_ev_per_a": 8.71, "lumo_ev": 0.654, "gap_ev": 9.521, "relative_energy_ev": 7.537}



{"formula": "C10H12O2S2", "method": "ωB97M-V/def2-TZVPD", "symbols": ["C", "C", "C", "C", "C", "C", "C", "C", "C", "C", "O", "O", "S", "S", "H", "H", "H", "H", "H", "H", "H", "H", "H", "H", "H", "H"], "coordinates": [[-0.401, 2.519, -2.846], [0.894, 2.606, -2.323], [-1.308, 1.554, -2.452], [1.229, 1.776, -1.252], [-0.987, 0.801, -1.330], [0.289, 0.883, -0.773], [-0.244, 0.575, 2.848], [1.261, -2.776, 1.004], [-1.328, -1.898, 1.022], [0.199, -1.761, 1.286], [2.133, -0.181, 0.650], [0.016, 0.926, 1.606], [-0.970, 1.504, 4.015], [0.698, -0.278, 0.562], [-0.805, 3.074, -3.589], [1.543, 3.245, -2.659], [-2.207, 1.493, -2.884], [2.219, 1.668, -0.678], [-1.811, 0.103, -1.025], [0.170, -0.472, 2.921], [2.221, -2.410, 1.114], [1.162, -3.186, 0.055], [0.992, -3.679, 1.726], [-1.781, -1.129, 1.495], [-1.440, -2.935, 1.482], [-1.744, -2.022, 0.026]], "lowdin_charge": [-0.0420, -0.0214, -0.0574, -0.0351, -0.0523, -0.2840, -0.7866, -0.1137, -0.1002, -0.4453, -0.3311, -0.2723, 0.6385, 0.9422, 0.0751, 0.0504, 0.0697, 0.1445, 0.1236, 0.0756, 0.0387, 0.0509, 0.1388, 0.0200, 0.1076, 0.0657], "max_force_ev_per_a": 5.76, "lumo_ev": 0.061, "gap_ev": 8.213, "relative_energy_ev": 3.190, "smiles": "CC(C)=[S@](=O)(OC=S)c1ccccc1"}



{"formula": "C10H12Se", "method": "ωB97M-V/def2-TZVPD", "symbols": ["C", "C", "C", "C", "C", "C", "C", "C", "C", "C", "Se", "H", "H", "H", "H", "H", "H", "H", "H", "H", "H", "H", "H"], "coordinates": [[3.043, 0.622, -0.938], [2.788, -0.199, -1.989], [2.098, 0.702, 0.096], [1.576, -0.900, -2.162], [0.870, 0.084, -0.110], [0.606, -0.732, -1.201], [-0.012, -0.125, 1.057], [-1.459, -0.024, 0.680], [-2.255, 1.233, 0.211], [-2.463, -0.660, 1.635], [-1.193, -1.427, -1.133], [4.040, 1.013, -1.044], [3.705, -0.250, -2.647], [2.460, 1.278, 0.957], [1.289, -1.662, -2.952], [0.059, -1.097, 1.410], [0.154, 0.557, 1.999], [-3.367, 0.989, 0.152], [-1.877, 1.485, -0.788], [-1.997, 1.933, 0.871], [-3.558, -0.553, 1.517], [-2.307, -0.488, 2.683], [-2.201, -1.777, 1.696]], "lowdin_charge": [-0.1128, -0.1145, -0.0237, -0.0985, -0.2890, -0.5376, -0.2071, -0.5248, -0.0746, -0.1351, 0.9412, 0.0971, 0.1193, 0.1169, 0.1222, 0.0905, 0.1734, 0.1046, 0.0750, 0.0318, 0.0835, 0.0685, 0.0937], "max_force_ev_per_a": 5.18, "lumo_ev": 0.517, "gap_ev": 8.417, "relative_energy_ev": 0.000, "smiles": "CC1(C)Cc2ccccc2[Se]1"}